This record from the OMol25 dataset describes a gas-phase ion, C31H48NO4S (charge +1) at a distorted geometry. The level of theory is wB97M-V/def2-TZVPD.

The geometry in XYZ format:
```
85
Properties=species:S:1:pos:R:3
C -6.3213 -4.7523 3.3888
C -5.8346 -3.2356 3.2766
C -4.4513 -3.0835 2.5259
C -4.5705 -3.1188 0.9495
C -3.1519 -3.2015 0.2204
C -2.6625 -4.7092 0.2515
C -1.6700 -5.0875 -0.9271
C -0.3050 -4.2765 -0.8491
C 0.4621 -4.5245 0.5200
C 0.8769 -3.1303 1.2065
C 2.3704 -2.8371 0.7667
C 3.1013 -1.6930 1.5860
C 2.2570 -0.3624 1.7752
C 3.2561 0.8888 1.5965
C 2.5563 2.1478 1.0028
C 2.0570 1.9991 -0.4211
C 2.2237 0.7256 -1.2090
C 1.6951 0.5736 -2.5807
C 1.8342 -0.7714 -3.3824
C 0.3721 -1.4022 -3.4503
O 0.0363 -2.1192 -4.3608
O -0.5872 -1.1711 -2.4390
C 0.9939 1.7286 -3.2430
C 0.8156 3.0020 -2.5163
C 0.1103 4.2713 -3.1244
C -0.4913 4.0035 -4.5783
C -0.6214 5.3686 -5.4235
S -1.7525 6.4973 -4.4989
C 1.3312 3.1112 -1.1085
C 1.1452 4.3728 -0.2932
C 1.6621 4.4225 1.0748
N 2.3577 3.3428 1.6899
C 2.8428 3.5174 3.0796
C 3.3240 4.9885 3.4279
O 4.3846 5.4576 2.5793
C 4.2185 6.8146 2.2438
O 3.8705 7.6699 3.0133
H -6.6182 -5.0492 4.4305
H -7.2525 -4.8691 2.7505
H -5.5533 -5.4832 3.0088
H -5.7962 -2.8123 4.3268
H -6.6801 -2.6762 2.7638
H -3.7308 -3.8947 2.8433
H -3.9921 -2.1021 2.8718
H -5.1442 -2.1857 0.6488
H -5.2360 -3.9903 0.6826
H -2.4609 -2.4999 0.7872
H -3.3103 -2.8099 -0.8220
H -2.2695 -4.9776 1.2763
H -3.5938 -5.3459 0.1135
H -2.1499 -4.8139 -1.9098
H -1.5288 -6.2073 -0.9353
H 0.2893 -4.5390 -1.7699
H -0.5358 -3.1680 -0.9310
H -0.1473 -5.1030 1.2661
H 1.3853 -5.1434 0.2868
H 0.2408 -2.2789 0.8288
H 0.8571 -3.2223 2.3289
H 2.9724 -3.7894 0.8978
H 2.4728 -2.5724 -0.3323
H 3.3733 -2.1053 2.6096
H 4.1031 -1.5223 1.0744
H 1.3912 -0.3131 1.0453
H 1.7945 -0.3953 2.8020
H 4.0732 0.5954 0.8688
H 3.7505 1.0307 2.5906
H 2.7307 -0.1754 -0.7737
H 2.2240 -0.6260 -4.4277
H 2.4880 -1.5273 -2.8475
H -0.9940 -0.2900 -2.5461
H 0.6077 1.5721 -4.2788
H 0.9185 5.0536 -3.2666
H -0.6557 4.6514 -2.3928
H -1.5101 3.5355 -4.4016
H 0.1631 3.3303 -5.1980
H -0.9981 5.0596 -6.4333
H 0.4215 5.8035 -5.4507
H -2.1423 5.9048 -3.3219
H 0.6162 5.2520 -0.7333
H 1.4535 5.3857 1.6165
H 1.9770 3.3076 3.7824
H 3.6789 2.8355 3.3766
H 3.7010 4.9376 4.4981
H 2.4357 5.6923 3.4514
H 4.4451 7.1134 1.1746
```

- Total energy: -53430.2830 eV
- Charge: +1
- F_max: 0.067 hartree/bohr
- SMILES string: CCCCCCCCCCCCCCc1c2cc(CC(=O)O)cc(CCCS)c2cc[n+]1CCOC=O



This record from the OMol25 dataset describes 8 unconnected molecules or ions with the total composition C26H47ClN5O19 at a distorted geometry. The level of theory is wB97M-V/def2-TZVPD.

The geometry in XYZ format:
```
98
Properties=species:S:1:pos:R:3
Cl -0.0274 -0.0703 2.3135
O 1.1277 -0.8229 1.8359
O 0.3469 1.3354 2.3648
O -1.1295 -0.2146 1.4707
O -0.5302 -0.3878 3.6449
C 3.7261 1.1077 4.2040
N 4.2038 2.0563 5.1298
O 4.6892 3.0605 4.6487
O 4.0056 1.8978 6.3492
H 2.7542 1.4324 3.8323
H 3.7202 0.1920 4.7952
H 4.4127 0.8902 3.3859
C -0.6524 -3.6198 1.9584
N -1.4006 -4.6963 1.2380
O -1.4574 -5.7552 1.8231
O -1.8052 -4.5638 0.1043
H -0.2104 -4.0469 2.8585
H -1.3473 -2.9039 2.3972
H 0.0842 -3.1293 1.3221
C 2.8521 3.4979 0.0314
C 1.3721 3.7138 -0.3661
C 0.7088 2.5297 -0.9774
O -0.6713 2.8945 -1.3593
C -1.4937 1.8279 -1.7551
N 0.5768 4.1066 0.7946
H 3.4299 3.0741 -0.7899
H 2.9890 2.7150 0.7774
H 3.3645 4.4186 0.3104
H 1.2914 4.4553 -1.1610
H 0.8491 1.6305 -0.3776
H 1.1993 2.3878 -1.9404
H -2.4416 2.2056 -2.1384
H -1.8474 1.0749 -1.0508
H -1.0654 1.2537 -2.5766
H 1.1209 4.8295 1.2434
H 0.8519 3.3180 1.3625
C -4.4560 1.4889 1.4164
C -4.2063 2.8426 0.7430
C -5.1450 3.9353 1.2665
O -4.9437 5.1884 0.6414
C -5.9535 6.1437 0.9627
N -2.8064 3.1419 0.9280
H -3.7031 0.7479 1.1482
H -5.4484 1.0742 1.2393
H -4.3371 1.5863 2.4955
H -4.3998 2.7889 -0.3283
H -5.1001 4.0715 2.3470
H -6.1498 3.6115 0.9954
H -5.8253 7.1604 0.5914
H -6.1530 6.1969 2.0330
H -6.9111 5.7536 0.6178
H -2.6069 3.1177 1.9178
H -2.3765 2.2853 0.6093
C -0.2295 -1.8502 -2.0512
C 1.0296 -2.7342 -2.2626
C 2.2586 -2.0930 -2.9006
O 3.2019 -3.1220 -3.1949
C 4.3348 -2.7225 -4.0204
N 1.3046 -3.2561 -0.9663
H -0.0721 -0.9483 -1.4596
H -1.0301 -2.2892 -1.4558
H -0.7174 -1.4822 -2.9537
H 0.7787 -3.6033 -2.8708
H 2.6694 -1.2760 -2.3074
H 2.0053 -1.5429 -3.8069
H 5.0428 -2.0496 -3.5367
H 4.0509 -2.2935 -4.9814
H 4.9119 -3.6128 -4.2702
H 2.0240 -3.9633 -0.9165
H 1.7784 -2.4929 -0.5045
C 6.6524 -1.6333 -0.7726
C 7.1523 -1.0695 -1.9337
C 6.5142 0.1225 -2.5995
O 6.8737 0.7085 -3.5933
C 5.2456 0.4869 -2.0089
C 4.7296 -0.1367 -0.9193
C 5.4261 -1.1697 -0.1003
O 5.0962 -1.5961 1.0075
O 3.5682 0.2284 -0.4682
O 8.3842 -1.4266 -2.3100
H 7.2689 -2.3333 -0.2282
H 4.6675 1.3000 -2.4227
H 3.4028 -0.1007 0.4184
H 8.6191 -0.8136 -3.0105
C -4.6989 -2.8831 -1.4897
C -5.6490 -3.8492 -1.2357
C -6.0657 -4.1291 0.1929
O -6.8892 -4.9543 0.6420
C -5.3397 -3.3144 1.1654
C -4.4061 -2.3999 0.9368
C -4.0267 -2.0311 -0.4757
O -3.4750 -1.0122 -0.7418
O -3.6836 -1.7528 1.9115
O -6.1120 -4.7143 -2.1654
H -4.4066 -2.8242 -2.5277
H -5.5892 -3.5718 2.1842
H -3.0625 -1.2155 1.4145
H -6.6130 -5.4129 -1.7382
```

- Total energy: -86584.6982 eV
- <S²>: 0.771
- Charge: -2
- F_max: 0.090 hartree/bohr
- Spin multiplicity: 2



This record from the OMol25 dataset describes a single C5H6O2 molecule. The level of theory is wB97M-V/def2-TZVPD.

The geometry in XYZ format:
```
13
Properties=species:S:1:pos:R:3
C 0.0185 2.4849 0.0160
C -0.2665 1.3727 -0.3473
C -0.4361 -0.0723 -0.5324
C -1.3115 -0.4979 0.6454
O -0.8792 -0.6891 1.7557
C 0.9879 -0.7253 -0.5219
O 1.0717 -1.9176 0.2059
H 0.2892 3.4594 0.3556
H -0.9691 -0.3059 -1.4627
H -2.3973 -0.5696 0.4370
H 1.6981 0.0254 -0.1553
H 1.2620 -0.9654 -1.5527
H 0.9329 -1.6784 1.1342
```

- Total energy: -9374.4122 eV
- Relative energy (zero: lowest compared OMol25 entry of this formula, charge and spin): 258.9 kJ/mol
- F_max: 0.012 hartree/bohr
- SMILES string: C#C[C@H](C=O)CO



This record from the OMol25 dataset describes a single C3H8N4O2 molecule at a distorted geometry. The level of theory is wB97M-V/def2-TZVPD.

The geometry in XYZ format:
```
17
Properties=species:S:1:pos:R:3
H -0.8647 2.6372 0.3393
N -1.6768 1.9781 0.4136
N -1.4222 0.8332 0.6743
C -0.0329 0.3719 0.9199
N 1.0292 1.2821 0.6765
N -0.0180 -0.0240 2.2846
O 0.1205 -0.7876 0.0647
C 0.0910 -0.6117 -1.2634
C 0.1481 -1.9313 -1.9783
O 0.0194 0.4636 -1.7975
H 0.9933 1.6655 -0.2619
H 1.0809 1.9969 1.3883
H -0.7718 -0.6735 2.4698
H 0.8698 -0.4529 2.5140
H -0.8582 -2.3450 -2.0123
H 0.5036 -1.7807 -2.9929
H 0.7889 -2.6217 -1.4386
```

- Total energy: -13295.4323 eV
- Relative energy (zero: lowest compared OMol25 entry of this formula, charge and spin): 114.5 kJ/mol
- F_max: 0.031 hartree/bohr
- SMILES string: [H]/N=N\C(N)(N)OC(C)=O



This record from the OMol25 dataset describes 7 unconnected molecules or ions with the total composition C19H43F3NO13P2S7 at a distorted geometry. The level of theory is wB97M-V/def2-TZVPD.

The geometry in XYZ format:
```
88
Properties=species:S:1:pos:R:3
O 2.2662 -2.5926 0.9024
C 1.5241 -2.4991 -0.0226
O 1.2467 -3.5370 -0.8140
C 0.8247 -1.2357 -0.4204
C -0.5458 -1.1326 -0.2948
C -1.2035 0.0336 -0.7078
P -2.9862 0.3091 -0.6401
P -4.0256 -1.5836 -1.0121
O -3.6408 -2.0589 -2.3394
O -5.5607 -1.1713 -0.9271
O -3.7143 -2.5551 0.1586
N -0.4768 1.0540 -1.2058
C 0.8595 0.9928 -1.3378
C 1.5244 -0.1370 -0.9580
S 3.2932 -0.0725 -1.2553
O 4.0365 -0.8991 -0.3696
O 3.6343 1.3173 -1.1986
C 3.4478 -0.6889 -2.9979
F 2.5805 -0.0172 -3.7491
F 4.6649 -0.5390 -3.4328
F 3.0844 -1.9627 -3.0013
H 1.3258 -4.3324 -0.2640
H -1.1334 -1.9449 0.1092
H -3.2189 1.0484 -1.8114
H -5.6560 -0.2733 -1.2980
H -3.5268 -2.0695 1.0062
H -0.9466 1.8978 -1.5073
H 1.3666 1.8408 -1.7675
C -6.5027 4.2874 -0.0535
S -6.7316 2.5163 0.0169
O -5.6778 1.9037 -0.8623
C -8.2650 2.4663 -0.9103
H -5.5701 4.5355 0.4416
H -6.4705 4.6104 -1.0950
H -7.3214 4.7745 0.4728
H -8.1124 2.9082 -1.8946
H -9.0311 3.0120 -0.3610
H -8.5647 1.4256 -1.0164
C 0.0916 -3.2622 3.3818
S -0.1882 -4.8318 2.5473
O -1.5174 -4.7498 1.8924
C -0.3773 -5.8005 4.0464
H 0.2005 -2.4888 2.6257
H -0.7614 -3.0330 4.0210
H 1.0067 -3.3210 3.9706
H -1.1950 -5.3952 4.6406
H 0.5531 -5.7781 4.6133
H -0.6041 -6.8244 3.7580
C -3.3553 7.4179 1.4401
S -4.0282 6.2712 2.6495
O -5.4567 6.0506 2.2908
C -4.0037 7.4154 4.0315
H -3.3237 6.9122 0.4770
H -3.9964 8.2964 1.3720
H -2.3460 7.7046 1.7352
H -4.6016 8.2934 3.7886
H -2.9743 7.7011 4.2466
H -4.4295 6.9082 4.8943
C -6.2958 -1.9446 3.6396
S -4.5398 -1.9798 3.9961
O -3.8468 -2.2971 2.7104
C -4.5548 -3.4998 4.9422
H -6.4939 -1.0825 3.0059
H -6.5818 -2.8583 3.1190
H -6.8489 -1.8463 4.5730
H -4.9542 -4.3088 4.3314
H -5.1614 -3.3559 5.8357
H -3.5314 -3.7283 5.2281
C 6.6097 1.3493 -6.2711
S 8.3965 1.3488 -6.0426
O 9.0055 1.2647 -7.3906
C 8.4861 -0.2906 -5.3145
H 6.3343 2.2818 -6.7592
H 6.3200 0.5063 -6.8993
H 6.1207 1.2876 -5.2979
H 8.0683 -1.0232 -6.0062
H 7.9374 -0.3009 -4.3723
H 9.5307 -0.5235 -5.1215
C 7.9816 -0.8493 -1.1112
S 9.7649 -0.8551 -0.8773
O 10.3764 -0.9308 -2.2276
C 9.8546 -2.4998 -0.1594
H 7.7143 0.0886 -1.5954
H 7.6910 -1.6872 -1.7467
H 7.4812 -0.9146 -0.1449
H 9.4386 -3.2274 -0.8564
H 9.3051 -2.5147 0.7820
H 10.9021 -2.7262 0.0258
```

- Total energy: -151074.8951 eV
- Charge: +1
- Relative energy (zero: lowest compared OMol25 entry of this formula, charge and spin): 0.0 kJ/mol
- F_max: 0.047 hartree/bohr



This record from the OMol25 dataset describes 6 unconnected molecules or ions with the total composition C38H48N7O2PS at a distorted geometry. The level of theory is wB97M-V/def2-TZVPD.

The geometry in XYZ format:
```
97
Properties=species:S:1:pos:R:3
C 2.5790 3.4076 -1.3100
C 2.3781 4.6596 -2.1750
C 0.9507 5.1862 -2.1052
C -0.0452 4.0325 -2.3428
N -1.3035 4.4967 -2.9112
C -2.3657 3.4997 -2.9037
O -1.7611 2.1709 -2.9609
C -2.6279 1.1845 -3.1624
O -3.5359 1.2208 -3.8783
S -2.2743 -0.3404 -2.2046
P -3.4489 3.8068 -1.4013
C -3.2402 2.4616 -0.1455
C -5.2326 3.9511 -1.8733
H 1.6592 2.8694 -1.1009
H 2.9939 3.7001 -0.3508
H 3.2153 2.6787 -1.7822
H 2.6514 4.4953 -3.2124
H 3.0371 5.4247 -1.7772
H 0.7669 5.6538 -1.1443
H 0.7610 5.9205 -2.8874
H -0.1958 3.5462 -1.3912
H 0.4782 3.3570 -3.0189
H -1.1617 4.7461 -3.8813
H -2.9594 3.6939 -3.7930
H -1.1873 -0.7783 -2.8863
H -2.2939 1.9483 -0.2375
H -4.0821 1.7729 -0.2049
H -3.3308 2.9307 0.8238
H -5.5823 4.9569 -1.6979
H -5.3800 3.6925 -2.9185
H -5.8361 3.3098 -1.2374
N -1.0635 -1.8321 -1.9799
C -1.6213 -3.0239 -2.1934
C -1.3625 -4.1423 -1.4161
C -0.4731 -4.0194 -0.3589
C 0.1174 -2.7887 -0.1240
C -0.2121 -1.7343 -0.9595
H -2.3089 -3.0738 -3.0309
H -1.8466 -5.0846 -1.6326
H -0.2450 -4.8651 0.2721
H 0.8173 -2.6491 0.6891
H 0.2203 -0.7499 -0.8110
N -0.6399 -5.1267 2.5930
C -0.9097 -3.9862 3.2272
C -1.2970 -3.9167 4.5562
C -1.4150 -5.0988 5.2674
C -1.1413 -6.2954 4.6259
C -0.7581 -6.2536 3.2949
H -0.8083 -3.0855 2.6307
H -1.5007 -2.9611 5.0194
H -1.7161 -5.0879 6.3073
H -1.2222 -7.2405 5.1451
H -0.5308 -7.1660 2.7539
N 0.7627 1.2963 3.1135
C 0.0875 1.4242 4.2546
C -1.1936 0.9310 4.4524
C -1.8123 0.2690 3.4047
C -1.1260 0.1273 2.2093
C 0.1531 0.6560 2.1171
H 0.6083 1.9518 5.0469
H -1.6931 1.0632 5.4028
H -2.8140 -0.1292 3.5197
H -1.5731 -0.3817 1.3648
H 0.7275 0.5662 1.2002
N 3.1773 0.5808 -2.6257
C 4.4263 0.4828 -3.0785
C 4.8417 -0.4947 -3.9704
C 3.9039 -1.4176 -4.4132
C 2.5989 -1.3278 -3.9511
C 2.2946 -0.3097 -3.0634
H 5.1224 1.2270 -2.7054
H 5.8666 -0.5287 -4.3062
H 4.1873 -2.1967 -5.1101
H 1.8377 -2.0276 -4.2692
H 1.2937 -0.1869 -2.6669
N 7.6889 -0.0107 -2.6448
C 8.9925 0.1917 -2.8348
C 9.9349 0.1567 -1.8192
C 9.5002 -0.1000 -0.5299
C 8.1499 -0.3123 -0.3101
C 7.2908 -0.2588 -1.3968
H 9.2882 0.3925 -3.8590
H 10.9809 0.3269 -2.0343
H 10.2041 -0.1345 0.2921
H 7.7689 -0.5156 0.6812
H 6.2263 -0.4232 -1.2704
N -5.0145 -0.7152 4.2003
C -5.6920 -0.5884 5.3405
C -6.9722 -1.0824 5.5347
C -7.5868 -1.7432 4.4842
C -6.9003 -1.8841 3.2901
C -5.6222 -1.3554 3.2020
H -5.1739 -0.0614 6.1345
H -7.4732 -0.9516 6.4839
H -8.5869 -2.1429 4.5948
H -7.3440 -2.3924 2.4452
H -5.0463 -1.4453 2.2865
```

- Total energy: -74828.3360 eV
- Relative energy (zero: lowest compared OMol25 entry of this formula, charge and spin): 406.5 kJ/mol
- F_max: 0.200 hartree/bohr